Record 1
10 unconnected molecules or ions with the total composition C19H55N17O11 in a non-equilibrium geometry, computed with wB97M-V/def2-TZVPD.

As for the net charge: -2. As for the gap between HOMO and LUMO: 5.0 eV. Its LUMO energy is 3.4 eV. As for the multiplicity: 1. The value obtained for the relative energy (zero: lowest compared OMol25 entry of this formula, charge and spin) is 54.2 kcal/mol.

Cartesian coordinates (Å):
O (23.40313, -10.59597, 23.49013)
C (22.50484, -11.39546, 24.22764)
C (20.97427, -11.14686, 24.30725)
O (20.43952, -9.93596, 24.73707)
H (22.94792, -11.30509, 25.23421)
H (22.66187, -12.42988, 23.85168)
H (20.48954, -11.93518, 24.93328)
H (20.41519, -11.39664, 23.38415)
C (23.31762, -17.69891, 23.91480)
C (22.11793, -17.66864, 24.85116)
C (22.57316, -17.98139, 26.27038)
C (23.25652, -16.80796, 26.98029)
C (22.45526, -15.51820, 27.00728)
C (21.80932, -15.16797, 25.62712)
N (21.42437, -16.39027, 24.89374)
O (20.76831, -16.04737, 23.69631)
C (20.62066, -14.29566, 25.97521)
C (22.84404, -14.36777, 24.79974)
C (21.14248, -18.77625, 24.40132)
H (24.00004, -18.51738, 24.14873)
H (23.80214, -16.77341, 23.61663)
H (22.90605, -18.02463, 22.94917)
H (21.64680, -18.15518, 26.82935)
H (23.17970, -18.88594, 26.27341)
H (24.25120, -16.66827, 26.54174)
H (23.55243, -17.23853, 27.94227)
H (23.16906, -14.70270, 27.18607)
H (21.89223, -15.27565, 27.91182)
H (19.83422, -14.92636, 26.41238)
H (20.78627, -13.38576, 26.54188)
H (20.01946, -14.07260, 25.08441)
H (23.72935, -14.98241, 24.63001)
H (22.42327, -14.03426, 23.85210)
H (23.21005, -13.43964, 25.24075)
H (21.62323, -19.73296, 24.18772)
H (20.71519, -18.56554, 23.41413)
H (20.24437, -18.88127, 25.01227)
H (19.83577, -16.17495, 23.90231)
C (24.35568, -12.53735, 28.42666)
O (24.87065, -12.14573, 29.47283)
N (23.06170, -12.31915, 28.03963)
N (25.11791, -13.24265, 27.57459)
H (22.70475, -12.75886, 27.21415)
H (22.60379, -11.62457, 28.60433)
H (26.05430, -13.37085, 27.91433)
H (24.82556, -13.69393, 26.72632)
C (17.41862, -8.76470, 25.90546)
O (16.39884, -8.28105, 26.43799)
N (18.12962, -8.19911, 24.91193)
N (18.02623, -9.87097, 26.42360)
H (19.01186, -8.66802, 24.77020)
H (17.93173, -7.31905, 24.48322)
H (17.56105, -10.32556, 27.18178)
H (18.92840, -10.08326, 25.97839)
C (23.56991, -10.93520, 19.55775)
O (23.28591, -11.35794, 18.42658)
N (24.29058, -9.85466, 19.89175)
N (22.93869, -11.46142, 20.65967)
H (24.46706, -9.62815, 20.85840)
H (24.77277, -9.29995, 19.20869)
H (22.45829, -12.30251, 20.38602)
H (23.38230, -11.34592, 21.57389)
C (18.34514, -9.02763, 21.32494)
O (17.89741, -8.09583, 22.00114)
N (18.37985, -9.03071, 19.96745)
N (18.93692, -10.09413, 21.90539)
H (18.83673, -9.73985, 19.42649)
H (18.17297, -8.12077, 19.59316)
H (19.28323, -10.83371, 21.30698)
H (18.95728, -10.04297, 22.91458)
C (19.96986, -13.40733, 20.72678)
O (19.22150, -12.49439, 20.38662)
N (20.52764, -13.45400, 21.94959)
N (20.34061, -14.42023, 19.87662)
H (20.24442, -12.74196, 22.60459)
H (21.05380, -14.25193, 22.25857)
H (20.06049, -14.35378, 18.91625)
H (21.09942, -15.03661, 20.10065)
C (26.52953, -11.63745, 22.20960)
O (27.57743, -11.96822, 21.66244)
N (25.35380, -12.34634, 22.07800)
N (26.27934, -10.48881, 22.86652)
H (25.35012, -13.28094, 21.71495)
H (24.55614, -12.06119, 22.65186)
H (25.36083, -10.45900, 23.31627)
H (26.86205, -9.67594, 22.87389)
C (25.39370, -9.28174, 26.41679)
O (25.04259, -8.35869, 25.70884)
N (25.90304, -9.15193, 27.66712)
N (25.36022, -10.59023, 25.97214)
H (26.01763, -8.27539, 28.13415)
H (26.37572, -9.94749, 28.05767)
H (25.67234, -11.33372, 26.57051)
H (25.05813, -10.77615, 25.02511)
C (21.81570, -8.58398, 28.10814)
O (22.45343, -7.99514, 27.24315)
N (20.92701, -9.57690, 27.87493)
N (21.84717, -8.18530, 29.41725)
H (20.17296, -9.80834, 28.48632)
H (20.94098, -9.78796, 26.86941)
H (22.51105, -7.48609, 29.69153)
H (21.08507, -8.42863, 30.01961)

Record 2
A molecular structure, C19H56Br3F3N22O11P in a non-equilibrium geometry, computed with wB97M-V/def2-TZVPD.

As for the net charge: +1. As for the gap between HOMO and LUMO: 7.3 eV. Its LUMO energy is -3.1 eV. As for the multiplicity: 1.

Cartesian coordinates (Å):
C (-0.66490, 2.23608, 3.63239)
C (-0.90791, 0.76383, 3.36950)
Br (-1.08343, 0.35887, 1.47083)
C (-0.13764, -0.32981, 4.09727)
Br (-0.79134, -0.20906, 6.00343)
N (1.41811, -0.45241, 3.98948)
C (2.15257, 0.45937, 3.02181)
C (2.17310, 0.09818, 1.52702)
N (1.95950, 1.30699, 0.74985)
C (1.70040, -1.90730, 3.68590)
C (3.16715, -2.31983, 3.52071)
C (3.21064, -3.58919, 2.72527)
F (3.40662, -4.72501, 3.42357)
C (3.01780, -3.66858, 1.39907)
F (3.69273, -2.96329, 0.50454)
F (2.13176, -4.43764, 0.79171)
P (2.03621, -0.08320, 5.73490)
O (3.62388, -0.39645, 5.82442)
Br (2.13281, 2.11690, 5.78049)
H (0.18229, 2.65888, 3.09710)
H (-0.62930, 2.43858, 4.70097)
H (-1.55113, 2.74926, 3.26909)
H (-1.93322, 0.59486, 3.70249)
H (-0.56829, -1.27878, 3.80446)
H (3.18889, 0.41701, 3.36523)
H (1.84320, 1.49087, 3.12518)
H (3.14811, -0.33424, 1.26934)
H (1.42590, -0.64452, 1.25478)
H (1.55913, 1.12351, -0.15671)
H (2.83313, 1.81569, 0.68346)
H (1.14430, -2.16299, 2.78648)
H (1.25695, -2.47853, 4.50666)
H (3.65598, -2.52140, 4.46986)
H (3.78454, -1.58711, 2.99653)
H (3.80029, -0.71059, 6.72399)
C (-4.18634, 2.12114, 5.32076)
O (-3.80415, 1.66061, 4.24430)
N (-3.85265, 1.54101, 6.50669)
N (-4.94692, 3.23901, 5.39776)
H (-4.14180, 1.88988, 7.40074)
H (-3.27443, 0.72345, 6.45013)
H (-5.18934, 3.68724, 4.53398)
H (-5.24303, 3.64931, 6.26309)
C (-2.82428, -2.51512, -1.64462)
O (-2.63525, -1.62562, -2.46852)
N (-3.46909, -3.67120, -1.93618)
N (-2.39359, -2.39716, -0.35463)
H (-3.63714, -4.38579, -1.25118)
H (-3.81530, -3.78567, -2.87066)
H (-1.91074, -1.55310, -0.11267)
H (-2.56404, -3.10030, 0.34137)
C (-4.40174, -0.21414, -6.12036)
O (-4.86608, -0.07493, -7.24374)
N (-5.18799, -0.32425, -5.01295)
N (-3.06015, -0.27068, -5.88195)
H (-4.81019, -0.44299, -4.08958)
H (-6.18115, -0.28932, -5.14395)
H (-2.44504, -0.19035, -6.66948)
H (-2.67637, -0.39618, -4.96072)
C (-3.59912, -2.64357, -10.21876)
O (-2.83908, -3.46613, -10.69996)
N (-3.31964, -1.95409, -9.07404)
N (-4.80715, -2.33950, -10.78832)
H (-3.93995, -1.27337, -8.66057)
H (-2.44319, -2.15623, -8.63247)
H (-5.05174, -2.82304, -11.63134)
H (-5.44065, -1.66532, -10.40240)
C (-2.73972, 6.01977, 4.44985)
O (-2.07336, 5.49938, 5.32817)
N (-3.05999, 7.34554, 4.45258)
N (-3.21908, 5.29424, 3.39020)
H (-3.60551, 7.78642, 3.73686)
H (-2.71947, 7.89782, 5.21771)
H (-2.99107, 4.31705, 3.38224)
H (-3.76825, 5.67563, 2.64321)
C (4.22935, -5.25196, -3.06078)
O (5.25385, -5.56476, -3.63179)
N (4.23869, -4.51275, -1.90167)
N (2.98928, -5.60361, -3.51721)
H (3.41403, -4.23726, -1.40838)
H (5.13947, -4.24532, -1.55380)
H (2.95045, -6.14305, -4.36205)
H (2.13532, -5.35273, -3.05765)
C (-6.04863, -3.42921, 0.58712)
O (-4.94005, -3.94662, 0.59373)
N (-7.16243, -4.10552, 0.19148)
N (-6.24509, -2.13654, 0.97397)
H (-8.07946, -3.70138, 0.17790)
H (-7.04593, -5.05945, -0.09540)
H (-5.43939, -1.61493, 1.26528)
H (-7.14298, -1.69147, 0.97741)
C (5.21995, 2.58756, -1.10440)
O (4.89542, 1.88276, -0.14197)
N (6.37777, 3.29840, -1.08860)
N (4.46683, 2.69502, -2.21824)
H (6.67560, 3.87706, -1.85118)
H (6.95750, 3.22518, -0.27264)
H (3.60740, 2.18190, -2.24962)
H (4.69707, 3.27412, -3.00448)
C (7.64733, -0.69519, 1.10408)
O (8.19177, 0.01919, 1.92841)
N (8.21736, -1.85727, 0.65667)
N (6.42985, -0.38693, 0.56672)
H (7.79422, -2.45541, -0.02649)
H (9.11425, -2.10206, 1.03259)
H (5.98802, 0.47518, 0.84062)
H (5.96856, -0.95574, -0.11792)
C (1.85537, 5.11353, -3.73446)
O (2.91979, 4.52278, -3.62715)
N (0.73923, 4.51625, -4.24495)
N (1.70640, 6.41440, -3.35487)
H (-0.14091, 4.98439, -4.34739)
H (0.82199, 3.56312, -4.54445)
H (2.51214, 6.87972, -2.98093)
H (0.84555, 6.92022, -3.43920)

> The lowest gap between HOMO and LUMO belongs to which entry?

C19H55N17O11

> Among the records above, which one has the lowest net charge?

C19H55N17O11